Record 1
ORCA calculation (wB97M-V/def2-TZVPD) on a molecular structure, C25H18NO3PTi.

Geometry (Å):
1 Ti -0.47 0.09 0.09
2 P -1.99 -1.90 0.16
3 O 1.36 -0.50 -0.41
4 O -0.64 0.34 1.87
5 O 0.01 1.76 3.49
6 N 0.08 2.08 -0.02
7 C 0.05 3.88 1.57
8 C -1.30 -1.86 -2.65
9 C -4.31 -2.55 1.43
10 C -1.75 -1.17 -1.52
11 C -1.11 -1.20 -3.84
12 C -1.10 -4.66 0.20
13 C -1.81 0.88 -2.85
14 C 1.25 -5.16 -0.02
15 C -4.36 -3.01 -0.94
16 C 0.52 -2.88 -0.08
17 C -0.02 2.54 1.25
18 C -1.36 0.17 -3.94
19 C -5.66 -3.47 -0.81
20 C -0.06 -5.58 0.15
21 C 0.34 4.33 -0.76
22 C -6.28 -3.47 0.43
23 C 0.27 2.97 -1.00
24 C -3.68 -2.55 0.18
25 C 0.61 -1.46 -0.13
26 C -2.01 0.22 -1.63
27 C 1.56 -3.82 -0.15
28 C 0.22 4.80 0.54
29 C -0.82 -3.31 0.08
30 C -5.61 -3.02 1.55
31 C -0.21 1.50 2.34
32 H -0.27 -6.63 0.26
33 H -3.87 -3.01 -1.91
34 H -0.02 4.18 2.60
35 H -1.10 -2.93 -2.57
36 H -7.30 -3.82 0.52
37 H 0.28 5.86 0.75
38 H -2.13 -4.99 0.34
39 H -6.19 -3.82 -1.68
40 H -1.21 0.68 -4.89
41 H 2.05 -5.90 -0.06
42 H 2.58 -3.48 -0.28
43 H -2.52 0.74 -0.80
44 H -0.76 -1.75 -4.71
45 H -6.09 -3.02 2.52
46 H 0.49 5.01 -1.59
47 H -2.05 1.93 -2.94
48 H -3.76 -2.18 2.30
49 H 0.38 2.58 -2.00

Net charge: +1
LUMO energy (alpha / beta) in eV: -3.6 / -3.9
HOMO-LUMO gap (alpha / beta) in eV: 6.65 / 8.08
Energy above the lowest of the compared OMol25 structures with the same formula, charge and spin in kJ/mol: 22.3
Spin multiplicity: 2
Expectation value of S²: 0.76


Record 2
ORCA calculation (wB97M-V/def2-TZVPD) on C4H9NO2 in the gas phase.

Geometry (Å):
1 O 1.26 1.63 -0.95
2 O -1.22 2.28 0.20
3 N -1.16 0.02 -0.07
4 C 1.23 0.25 -0.70
5 C 0.42 -1.65 0.74
6 C -1.77 1.22 -0.08
7 C 0.23 -0.18 0.37
8 H 2.23 -0.07 -0.37
9 H 0.37 0.44 1.26
10 H 0.23 -2.30 -0.13
11 H -2.83 1.17 -0.35
12 H 0.50 2.05 -0.53
13 H -0.26 -1.95 1.55
14 H -1.68 -0.79 -0.37
15 H 1.44 -1.83 1.07
16 H 1.01 -0.32 -1.62

Structure (SMILES): C[C@@H](CO)NC=O
LUMO energy in eV: 0.8
HOMO-LUMO gap in eV: 10.75
Energy above the lowest of the compared OMol25 structures with the same formula, charge and spin in kJ/mol: 76.8
Spin multiplicity: 1


Record 3
ORCA calculation (wB97M-V/def2-TZVPD) on C3H5NO in the gas phase.

Geometry (Å):
1 O -0.10 -0.20 -0.98
2 N -0.20 1.04 1.12
3 C -1.04 -1.24 -0.67
4 C 1.28 1.29 0.69
5 C 0.22 0.59 0.03
6 H 2.03 0.74 1.26
7 H -0.76 -2.07 -1.33
8 H 1.57 2.29 0.38
9 H -0.93 -1.53 0.38
10 H -2.07 -0.93 -0.87

Structure (SMILES): COC1=NC1
LUMO energy in eV: 1.0
HOMO-LUMO gap in eV: 10.97
Energy above the lowest of the compared OMol25 structures with the same formula, charge and spin in kJ/mol: 241.7
Spin multiplicity: 1


> Among the records above, which one has the lowest energy above the lowest of the compared OMol25 structures with the same formula, charge and spin?

C25H18NO3PTi


> Look up the spin multiplicity of the second one.

1


> spin multiplicity of number 2 (C4H9NO2)?

1


Please write out number 2 again, unchanged.
ORCA calculation (wB97M-V/def2-TZVPD) on C4H9NO2 in the gas phase.

Geometry (Å):
1 O 1.26 1.63 -0.95
2 O -1.22 2.28 0.20
3 N -1.16 0.02 -0.07
4 C 1.23 0.25 -0.70
5 C 0.42 -1.65 0.74
6 C -1.77 1.22 -0.08
7 C 0.23 -0.18 0.37
8 H 2.23 -0.07 -0.37
9 H 0.37 0.44 1.26
10 H 0.23 -2.30 -0.13
11 H -2.83 1.17 -0.35
12 H 0.50 2.05 -0.53
13 H -0.26 -1.95 1.55
14 H -1.68 -0.79 -0.37
15 H 1.44 -1.83 1.07
16 H 1.01 -0.32 -1.62

Structure (SMILES): C[C@@H](CO)NC=O
LUMO energy in eV: 0.8
HOMO-LUMO gap in eV: 10.75
Energy above the lowest of the compared OMol25 structures with the same formula, charge and spin in kJ/mol: 76.8
Spin multiplicity: 1